1.
Computed, not measured: a cluster of 2 separate species, C3H3Br2F3 in total at a distorted geometry, with ωB97M-V/def2-TZVPD.

Structure (XYZ):
```
11
C3H3Br2F3 ωB97M-V/def2-TZVPD
C 0.95 -1.05 0.53
C -0.40 0.87 -0.76
C -0.85 -0.09 0.22
F -1.34 1.65 -1.30
F 0.15 0.26 -1.88
F -1.66 -0.95 -0.24
Br 2.21 0.28 1.04
Br -1.39 0.67 1.94
H 1.02 -1.54 -0.46
H 0.89 -1.70 1.48
H 0.42 1.61 -0.57
```

Calculated total energy in eV: -151394.60696
Lowest unoccupied orbital energy in eV: 0.496
HOMO in Eh: -0.361
2S+1: 1
Energy relative to the best compared isomer or geometry (same formula, charge and spin) in eV: 1.951
Orbital gap in Eh: 0.379

2.
Computed, not measured: a structure of composition C3H3Br2N3O2S at a distorted geometry, with ωB97M-V/def2-TZVPD.

Structure (XYZ):
```
14
C3H3Br2N3O2S ωB97M-V/def2-TZVPD
C -2.39 -1.07 0.53
C -0.80 0.19 0.17
C 2.61 -0.52 -0.95
N -1.52 -0.73 -0.37
N -2.22 -0.34 1.72
N -1.33 0.51 1.38
O -0.11 1.27 -2.17
O 0.99 2.20 -0.03
S 0.52 1.11 -0.87
Br 1.69 -2.09 -0.62
Br 3.61 0.20 0.48
H -3.27 -1.68 0.43
H 3.16 -0.18 -1.81
H -0.95 1.14 2.12
```

Calculated total energy in eV: -162639.61232
Lowest unoccupied orbital energy (spin up / spin down) in eV: 0.357 / -3.072
HOMO (spin up / spin down) in Eh: -0.298 / -0.371
2S+1: 3
Orbital gap (spin up / spin down) in Eh: 0.311 / 0.259

3.
Computed, not measured: a structure of composition C3H3Br2O2 at a distorted geometry, with ωB97M-V/def2-TZVPD.

Structure (XYZ):
```
10
C3H3Br2O2 ωB97M-V/def2-TZVPD
C -1.02 -0.03 -1.35
C 1.62 0.09 0.68
C -0.79 0.00 0.20
O -0.88 -1.12 -1.84
O -1.32 1.08 -1.74
Br -1.29 -1.61 1.07
Br -1.52 1.54 1.03
H 1.36 0.03 1.70
H 1.79 -0.82 0.12
H 2.05 0.82 0.13
```

Charge: -1
Calculated total energy in eV: -147338.09630
Lowest unoccupied orbital energy (spin up / spin down) in eV: 3.211 / 3.194
HOMO (spin up / spin down) in Eh: -0.157 / -0.166
2S+1: 1
Energy relative to the best compared isomer or geometry (same formula, charge and spin) in eV: 3.229
Orbital gap (spin up / spin down) in Eh: 0.275 / 0.283

4.
Computed, not measured: a structure of composition C3H3Br3S at a distorted geometry, with ωB97M-V/def2-TZVPD.

Structure (XYZ):
```
10
C3H3Br3S ωB97M-V/def2-TZVPD
C 0.19 0.81 0.08
C 1.37 0.09 -0.33
C -1.29 -0.45 0.26
S -0.12 2.30 0.39
Br -1.44 -1.79 -1.08
Br -1.16 -1.16 1.98
Br -2.94 0.62 0.10
H 1.94 -0.53 0.53
H 2.27 0.63 -0.76
H 1.20 -0.51 -1.17
```

Calculated total energy in eV: -224119.69386
Lowest unoccupied orbital energy in eV: -0.572
HOMO in Eh: -0.328
2S+1: 1
Energy relative to the best compared isomer or geometry (same formula, charge and spin) in eV: 1.307
Orbital gap in Eh: 0.307

5.
Computed, not measured: a structure of composition C3H3Br3S at a distorted geometry, with ωB97M-V/def2-TZVPD.

Structure (XYZ):
```
10
C3H3Br3S ωB97M-V/def2-TZVPD
C 0.67 -0.66 -0.63
C 1.48 -0.54 0.40
C -3.51 -0.06 -0.23
S -0.17 -0.76 -1.90
Br -5.18 0.74 -0.61
Br -3.92 -1.82 0.66
Br -2.41 1.19 0.60
H 1.27 -0.28 1.41
H -3.09 -0.43 -1.14
H 2.39 -0.95 0.30
```

Calculated total energy in eV: -224117.60114
Lowest unoccupied orbital energy (spin up / spin down) in eV: 0.023 / -2.531
HOMO (spin up / spin down) in Eh: -0.238 / -0.371
2S+1: 3
Energy relative to the best compared isomer or geometry (same formula, charge and spin) in eV: 0.000
Orbital gap (spin up / spin down) in Eh: 0.239 / 0.278

6.
Computed, not measured: a cluster of 2 separate species, C3H3BrCl2 in total at a distorted geometry, with ωB97M-V/def2-TZVPD.

Structure (XYZ):
```
9
C3H3BrCl2 ωB97M-V/def2-TZVPD
C -0.43 0.89 0.43
C 0.24 0.94 1.55
C 0.00 -0.41 0.94
Cl 0.04 -0.84 -3.07
Cl 1.23 -1.41 0.29
Br -1.39 -1.64 1.76
H -1.14 1.51 -0.24
H 0.67 -0.33 -4.03
H 0.77 1.29 2.36
```

SMILES string: ClC1(Br)C=C1.Cl
Calculated total energy in eV: -98244.25911
Lowest unoccupied orbital energy in eV: 0.721
HOMO in Eh: -0.363
2S+1: 1
Energy relative to the best compared isomer or geometry (same formula, charge and spin) in eV: 1.687
Orbital gap in Eh: 0.389

7.
Computed, not measured: a cluster of 2 separate species, C3H3BrCl2 in total at a distorted geometry, with ωB97M-V/def2-TZVPD.

Structure (XYZ):
```
9
C3H3BrCl2 ωB97M-V/def2-TZVPD
C 0.00 0.64 -0.70
C 0.01 0.53 0.80
C -0.61 -0.49 0.00
Cl 2.67 -1.08 1.04
Cl 0.11 -2.05 -0.32
Br -2.47 -0.39 0.04
H -0.61 1.43 -1.29
H 0.92 0.38 -1.25
H -0.01 1.01 1.68
```

Calculated total energy in eV: -98241.97962
Lowest unoccupied orbital energy (spin up / spin down) in eV: -1.531 / -3.427
HOMO (spin up / spin down) in Eh: -0.388 / -0.341
2S+1: 1
Energy relative to the best compared isomer or geometry (same formula, charge and spin) in eV: 3.967
Orbital gap (spin up / spin down) in Eh: 0.332 / 0.215

8.
Computed, not measured: an isolated molecule of C3H3BrClF at a distorted geometry, with ωB97M-V/def2-TZVPD.

Structure (XYZ):
```
9
C3H3BrClF ωB97M-V/def2-TZVPD
C 0.59 0.30 -0.60
C 0.57 0.05 0.84
C -0.84 -0.10 -0.21
F 1.05 -1.16 1.11
Cl -1.42 -1.63 -0.61
Br -2.19 1.24 0.03
H 0.92 1.25 -1.07
H 0.83 -0.64 -1.10
H 0.49 0.69 1.61
```

Calculated total energy in eV: -88435.17839
Lowest unoccupied orbital energy (spin up / spin down) in eV: 0.801 / -3.059
HOMO (spin up / spin down) in Eh: -0.165 / -0.369
2S+1: 3
Energy relative to the best compared isomer or geometry (same formula, charge and spin) in eV: 1.533
Orbital gap (spin up / spin down) in Eh: 0.195 / 0.256

9.
Computed, not measured: a cluster of 2 separate species, C3H3BrF2 in total at a distorted geometry, with ωB97M-V/def2-TZVPD.

Structure (XYZ):
```
9
C3H3BrF2 ωB97M-V/def2-TZVPD
C -0.01 0.49 -0.10
C 0.17 -0.76 0.18
C 2.64 -0.97 0.02
F 3.12 -1.68 0.99
F 2.95 -1.69 -1.06
Br 3.32 0.86 -0.06
H -1.04 0.90 -0.39
H 0.75 1.29 -0.22
H -0.07 -1.72 0.36
```

Calculated total energy in eV: -78632.37821
Lowest unoccupied orbital energy (spin up / spin down) in eV: -0.349 / -0.430
HOMO (spin up / spin down) in Eh: -0.325 / -0.324
2S+1: 1
Energy relative to the best compared isomer or geometry (same formula, charge and spin) in eV: 3.973
Orbital gap (spin up / spin down) in Eh: 0.313 / 0.308

10.
Computed, not measured: a cluster of 2 separate species, C3H3BrN2O3 in total at a distorted geometry, with ωB97M-V/def2-TZVPD.

Structure (XYZ):
```
12
C3H3BrN2O3 ωB97M-V/def2-TZVPD
C -0.47 -1.84 -0.94
C -0.55 0.34 -1.18
C 0.09 -0.63 -0.44
N -1.38 -1.57 -1.82
N 1.10 -0.47 0.56
O 1.57 -1.47 1.05
O 1.41 0.66 0.86
O -1.44 -0.23 -1.94
Br -0.72 2.23 2.14
H -0.25 -2.75 -0.68
H 0.76 2.12 1.71
H -0.35 1.33 -1.22
```

SMILES string: O=[N+]([O-])c1cnoc1.Br
Calculated total energy in eV: -82319.44399
Lowest unoccupied orbital energy in eV: -0.923
HOMO in Eh: -0.392
2S+1: 1
Energy relative to the best compared isomer or geometry (same formula, charge and spin) in eV: 0.000
Orbital gap in Eh: 0.358

11.
Computed, not measured: a cluster of 2 separate species, C3H3BrO2 in total at a distorted geometry, with ωB97M-V/def2-TZVPD.

Structure (XYZ):
```
9
C3H3BrO2 ωB97M-V/def2-TZVPD
C 1.03 1.09 0.13
C -1.01 -1.11 -0.90
C 0.49 0.50 1.13
O -0.08 -1.22 -1.64
O -0.97 -0.78 0.31
Br 0.21 0.25 2.83
H 1.74 1.85 0.11
H 0.62 0.86 -0.84
H -2.04 -1.44 -1.14
```

Calculated total energy in eV: -77293.18859
Lowest unoccupied orbital energy in eV: -0.940
HOMO in Eh: -0.353
2S+1: 1
Energy relative to the best compared isomer or geometry (same formula, charge and spin) in eV: 3.075
Orbital gap in Eh: 0.318

12.
Computed, not measured: a cluster of 2 separate species, C3H3BrO2 in total at a distorted geometry, with ωB97M-V/def2-TZVPD.

Structure (XYZ):
```
9
C3H3BrO2 ωB97M-V/def2-TZVPD
C 1.05 -0.55 1.49
C -1.17 -0.06 -0.82
C 0.21 0.30 -0.42
O 0.54 -1.40 2.10
O -0.89 1.02 0.04
Br 1.46 1.19 -1.64
H 1.84 0.16 1.65
H -1.29 0.27 -1.91
H -1.74 -0.93 -0.48
```

Calculated total energy in eV: -77292.58822
Lowest unoccupied orbital energy in eV: 0.222
HOMO in Eh: -0.324
2S+1: 1
Energy relative to the best compared isomer or geometry (same formula, charge and spin) in eV: 3.676
Orbital gap in Eh: 0.332